# 1
DFT (ωB97M-V/def2-TZVPD) results for a molecular structure, C18H47BeClCsMgNO12P2S.

Results
Gap between HOMO and LUMO ... 2.1137 eV
LUMO level ... -10.0588 eV

```
! RIJCOSX wB97M-V def2-TZVPD def2/J DEFGRID3
* xyz 2 1
C 3.9862 -2.9040 1.4179
C 3.7766 -1.6004 1.1552
C 3.1337 -1.1287 -0.1041
O 3.1965 -1.7495 -1.1302
O 2.4329 0.0205 0.0338
C 1.0593 -0.3831 -0.1510
C 0.0545 0.5977 0.4093
C -1.1148 -0.2719 0.9303
C -2.5057 0.3996 0.9535
C -3.3257 0.3156 2.2737
C -4.1332 -1.0008 2.5118
P -3.5185 -2.3957 1.4939
P -2.3029 -3.9107 0.1829
C -2.6401 -3.7137 -1.5653
O -2.7276 -5.3981 0.6058
H 3.5772 -3.3774 2.3330
H 4.5776 -3.5443 0.7585
H 4.0460 -0.8351 1.8802
H 0.9429 -1.3099 0.4840
H 0.8117 -0.6684 -1.1913
H 0.5330 1.0340 1.2788
H -0.2097 1.3366 -0.3446
H -1.2116 -1.1506 0.1980
H -0.7877 -0.7136 1.9604
H -2.3285 1.4643 0.7796
H -3.0839 0.0728 0.0894
H -2.6761 0.5757 3.1032
H -4.0532 1.1275 2.2051
H -5.2084 -0.8450 2.4072
H -3.9883 -1.3144 3.5495
H -4.3763 -3.4169 1.9469
H -2.2806 -2.2914 2.1670
H -3.8694 -1.7852 0.2642
H -3.6092 -4.0744 -1.9085
H -2.4817 -2.6730 -1.8507
H -1.8983 -4.3196 -2.0872
H -2.0214 -6.0189 0.3722
Mg 0.0504 -2.7614 -0.4383
Cl 0.0771 0.4701 3.3119
O -1.0966 2.5644 5.9250
H -0.8046 2.0133 5.1859
H -1.9741 2.2398 6.1451
O 1.5689 1.4598 5.7788
H 2.3450 2.0023 5.6044
H 0.9709 2.0483 6.2596
O 0.0821 5.1102 -1.5144
S 0.8353 5.1914 -2.7305
O 0.3328 4.6606 -3.9567
O 2.2994 4.5867 -2.4812
C 2.3962 3.2405 -1.9996
C 2.0801 2.2108 -3.0749
C 1.3256 6.8570 -2.9957
H 1.7556 3.1075 -1.1241
H 3.4245 3.1048 -1.6677
H 1.0400 2.2751 -3.3937
H 2.2522 1.2010 -2.6939
H 2.6959 2.3704 -3.9585
H 1.7446 7.2570 -2.0767
H 0.4323 7.4097 -3.2781
H 2.0523 6.8822 -3.8031
C -2.4671 -4.9608 3.9942
O -2.7898 -5.4776 2.8048
H -3.2787 -4.4302 4.5268
H -2.0813 -5.6917 4.7351
H -1.6445 -4.1926 3.9826
Cs 4.5292 -4.2042 3.8959
C 2.8319 5.1332 0.7867
N 3.5458 4.7045 2.0383
O 3.0547 3.8360 2.7319
O 4.5946 5.2647 2.2669
H 1.9121 4.5691 0.6873
H 2.6254 6.1939 0.8867
H 3.4967 4.9421 -0.0489
C -1.2619 -2.1324 -5.6924
C -0.1367 -2.1488 -4.6072
C 1.0783 -2.9116 -5.2000
O -0.5989 -2.8113 -3.5407
H -1.5670 -3.1396 -5.9704
H -2.1344 -1.5910 -5.3313
H -0.8920 -1.6279 -6.5865
H 0.1816 -1.1024 -4.4686
H 0.8200 -3.9341 -5.4723
H 1.8987 -2.9395 -4.4828
H 1.4324 -2.4027 -6.0989
Be -4.8103 1.4045 -0.2730
*
```

=====

# 2
DFT (ωB97M-V/def2-TZVPD) results for a molecular structure, C49H42ClN3O7SSnTe.

Results
Energy relative to the best compared isomer or geometry (same formula, charge and spin) ... 0.0 kJ/mol
Gap between HOMO and LUMO (spin up / spin down) ... 7.1788 / 5.9842 eV
Expectation value of S² ... 0.81
LUMO level (spin up / spin down) ... 1.9073 / 0.2333 eV

```
! RIJCOSX wB97M-V def2-TZVPD def2/J DEFGRID3
* xyz -1 2
Sn -0.9587 -0.4097 -0.1593
O -0.4850 -2.8497 3.7718
C 0.0791 -1.9306 4.5708
C 0.6818 -2.3836 5.7482
C 1.2749 -1.4906 6.6140
C 1.2870 -0.1252 6.3320
C 0.7042 0.3242 5.1675
C 0.0932 -0.5573 4.2700
C -0.4714 -0.0592 3.0102
O -1.1029 -0.8335 2.2428
N -0.2646 1.2684 2.7461
N -0.6393 1.5839 1.5242
C -0.4177 2.8442 1.1707
C -0.9440 3.3789 0.0001
C -0.4443 4.6141 -0.5063
C -0.8574 5.0919 -1.7072
C -1.8065 4.3524 -2.4799
C -2.3404 3.1925 -2.0348
C -1.9861 2.6684 -0.7353
O -2.5442 1.6663 -0.2506
H -0.8629 -2.3560 3.0076
H 0.6660 -3.4451 5.9502
H 1.7350 -1.8585 7.5220
H 1.7531 0.5722 7.0137
H 0.7072 1.3754 4.9170
H 0.2456 3.4463 1.7897
H 0.3020 5.1448 0.0714
H -0.4535 6.0154 -2.0995
H -2.1010 4.7337 -3.4501
H -3.0496 2.6245 -2.6184
Cl -2.2910 -5.5089 -1.1317
C -1.8091 -3.7996 -0.9543
C -0.8431 -3.3152 -2.0501
O -0.9467 -3.7366 -3.1896
O -0.0214 -2.4338 -1.6217
H -1.3723 -3.6874 0.0363
H -2.7237 -3.2060 -1.0121
C 6.4476 -5.1960 -0.1966
C 6.6316 -6.0689 1.0167
O 7.5004 -6.8998 1.0871
S 5.5434 -5.9075 2.4263
C 4.4617 -4.5709 1.9890
C 4.7821 -3.2673 2.3548
C 3.9561 -2.2197 1.9947
C 2.7912 -2.4624 1.2625
C 2.4623 -3.7753 0.9143
C 3.2873 -4.8200 1.2845
C 1.9477 -1.3969 0.8299
C 1.2018 -0.5028 0.4608
H 6.3490 -5.8563 -1.0585
H 7.3625 -4.6156 -0.3220
H 5.5940 -4.5284 -0.1454
H 5.6904 -3.0787 2.9122
H 4.2047 -1.2036 2.2682
H 1.5667 -3.9558 0.3344
H 3.0346 -5.8345 1.0061
C 5.4372 3.8203 -5.2128
C 4.5072 2.7646 -4.6855
C 3.8844 2.9057 -3.4553
C 3.0118 1.9380 -2.9640
C 2.3370 2.1763 -1.6430
C 2.7696 0.7949 -3.7267
Te 1.4512 -0.6409 -2.8422
N 0.1962 -0.7391 -4.3596
C -0.9226 -0.2058 -3.9089
O -1.1137 0.3685 -2.8024
C -2.0708 -0.2579 -4.8771
C -3.1587 -1.0757 -4.6050
C -4.2298 -1.1147 -5.4824
C -4.2249 -0.3314 -6.6279
C -3.1371 0.4845 -6.8999
C -2.0573 0.5149 -6.0297
C 2.6022 -2.3378 -3.2807
C 2.0403 -3.3104 -4.0918
C 2.7496 -4.4767 -4.3389
C 4.0003 -4.6555 -3.7696
C 4.5408 -3.6766 -2.9489
C 3.8495 -2.4974 -2.6834
C 4.4510 -1.4455 -1.7982
C 3.3665 0.6383 -4.9817
C 3.1247 -0.5593 -5.8552
C 4.2304 1.6296 -5.4356
H 5.6426 4.5779 -4.4575
H 5.0068 4.3217 -6.0816
H 6.3877 3.3861 -5.5257
H 4.0702 3.7941 -2.8615
H 2.6398 3.1410 -1.2343
H 2.5645 1.4063 -0.9020
H 1.2478 2.2007 -1.7525
H -3.1487 -1.6945 -3.7189
H -5.0711 -1.7624 -5.2723
H -5.0658 -0.3616 -7.3094
H -3.1259 1.0938 -7.7952
H -1.1967 1.1363 -6.2402
H 1.0452 -3.1664 -4.4926
H 2.3136 -5.2479 -4.9595
H 4.5563 -5.5661 -3.9545
H 5.5166 -3.8243 -2.5010
H 5.3960 -1.7927 -1.3793
H 3.7874 -1.1944 -0.9684
H 4.6474 -0.5251 -2.3530
H 2.0921 -0.9010 -5.7923
H 3.7707 -1.3898 -5.5638
H 3.3464 -0.3099 -6.8932
H 4.6931 1.5090 -6.4093
*
```

=====

# 3
DFT (ωB97M-V/def2-TZVPD) results for BrH2NOS in the gas phase.

Results
Energy relative to the best compared isomer or geometry (same formula, charge and spin) ... 373.1 kJ/mol
Gap between HOMO and LUMO (spin up / spin down) ... 7.7687 / 7.7734 eV
SMILES ... N=[S@H](=O)Br
LUMO level (spin up / spin down) ... -1.7670 / -1.7682 eV

```
! RIJCOSX wB97M-V def2-TZVPD def2/J DEFGRID3
* xyz 0 1
N 0.4909 -0.4420 -1.1972
S -1.0224 -0.9053 -0.0051
O -1.3096 -2.2681 0.2105
Br -2.9040 0.3857 -0.2384
H 0.6432 0.5636 -1.1686
H -0.7190 -0.3312 1.1601
*
```